1.
Here is a structure of composition C42H28Cl5CrOP2S in a non-equilibrium geometry from OMol25. Energies are from ωB97M-V with the def2-TZVPD basis set.

Each line ends with the Löwdin spin population.
Geometry (Å):
Cr  0.403  -0.344  -0.292  1.20
O  0.404  1.118  -1.591  0.02
S  0.059  2.541  -1.141  0.01
C  -1.032  2.321  0.308  0.00
C  -0.844  3.151  1.412  0.00
C  -1.696  3.054  2.497  0.00
C  -2.724  2.121  2.495  0.00
C  -2.933  1.323  1.384  0.00
C  -2.123  1.430  0.254  0.00
P  -2.615  0.565  -1.322  0.00
C  -2.498  -1.217  -0.833  0.00
C  -1.256  -1.944  -1.367  -0.01
C  -1.715  -3.183  -2.119  0.00
C  -2.631  -3.936  -1.541  0.00
C  -3.101  -3.524  -0.161  0.00
C  -3.339  -2.014  -0.180  0.00
C  -4.407  0.917  -1.345  0.00
C  -4.864  2.198  -1.034  0.00
C  -6.213  2.499  -1.139  0.00
C  -7.114  1.533  -1.563  0.00
C  -6.659  0.274  -1.923  0.00
C  -5.308  -0.029  -1.836  0.00
C  1.563  3.104  -0.322  0.00
C  1.694  4.488  -0.278  0.00
C  2.825  5.061  0.278  0.00
C  3.849  4.246  0.736  0.00
C  3.733  2.867  0.651  0.00
C  2.581  2.267  0.142  0.00
P  2.563  0.440  0.002  -0.02
C  3.232  -0.314  1.496  0.00
C  3.379  -1.703  1.405  0.00
C  3.748  -2.434  2.520  0.00
C  3.971  -1.785  3.728  0.00
C  3.816  -0.410  3.822  0.00
C  3.435  0.332  2.712  0.00
C  3.736  0.154  -1.348  0.00
C  3.288  0.176  -2.670  0.00
C  4.203  0.063  -3.705  0.00
C  5.554  -0.085  -3.425  0.00
C  5.997  -0.122  -2.110  0.00
C  5.093  -0.002  -1.068  0.00
H  -0.035  3.866  1.440  0.00
H  -1.560  3.712  3.344  0.00
H  -3.378  2.037  3.353  0.00
H  -3.764  0.629  1.370  0.00
H  -0.708  -1.316  -2.097  0.00
H  -1.275  -3.412  -3.079  0.00
H  -3.029  -4.839  -1.984  0.00
H  -4.044  -4.009  0.078  0.00
H  -4.251  -1.647  0.276  0.00
H  -4.171  2.963  -0.706  0.00
H  -6.561  3.494  -0.894  0.00
H  -8.167  1.767  -1.633  0.00
H  -7.350  -0.478  -2.279  0.00
H  -4.955  -0.997  -2.163  0.00
H  0.904  5.107  -0.689  0.00
H  2.917  6.137  0.332  0.00
H  4.751  4.679  1.147  0.00
H  4.556  2.238  0.964  0.00
H  3.222  -2.197  0.452  0.00
H  3.866  -3.507  2.444  0.00
H  4.269  -2.353  4.599  0.00
H  3.988  0.092  4.765  0.00
H  3.293  1.401  2.797  0.00
H  2.237  0.286  -2.892  0.00
H  3.858  0.093  -4.730  0.00
H  6.263  -0.173  -4.237  0.00
H  7.050  -0.247  -1.893  0.00
H  5.437  -0.036  -0.041  0.00
Cl  -0.122  -0.638  1.956  -0.02
C  -0.866  -2.033  1.238  -0.01
C  -0.304  -2.250  -0.127  -0.12
C  0.147  -3.674  -0.167  -0.01
Cl  1.580  -4.045  -1.031  0.00
C  -0.717  -4.571  0.302  -0.01
Cl  -0.469  -6.243  0.107  -0.01
C  -2.043  -4.052  0.943  0.00
Cl  -2.826  -5.340  1.877  0.00
C  -1.640  -2.897  1.860  0.00
Cl  -2.156  -2.743  3.468  0.00

Net charge: +2
Strongest force on any atom: 1.304 eV/A
Multiplicity: 2
E_LUMO (alpha / beta): -7.15 / -6.33 eV
Orbital gap (alpha / beta): 0.2237 / 0.2538 Ha
Highest occupied orbital energy (alpha / beta): -0.4865 / -0.4864 Ha


2.
Here is a cluster of 2 separate species, C8H17OP in total in a non-equilibrium geometry from OMol25. Energies are from ωB97M-V with the def2-TZVPD basis set.

Each line ends with the natural charge from an NBO analysis.
Geometry (Å):
C  -1.439  1.027  0.405  -0.60
C  -0.979  -0.106  -0.494  -0.06
C  -1.234  -1.453  0.149  -0.60
C  -1.191  0.026  -1.980  -0.42
C  0.202  0.117  -1.416  -0.04
C  1.174  -1.006  -1.719  -0.60
C  0.903  1.461  -1.420  -0.61
H  -1.631  1.936  -0.157  0.21
H  -0.684  1.243  1.161  0.20
H  -2.363  0.748  0.912  0.21
H  -2.296  -1.692  0.096  0.21
H  -0.946  -1.427  1.199  0.19
H  -0.682  -2.253  -0.333  0.21
H  -1.461  -0.859  -2.537  0.21
H  -1.658  0.926  -2.353  0.21
H  0.669  -1.954  -1.881  0.20
H  1.892  -1.124  -0.907  0.21
H  1.727  -0.768  -2.627  0.21
H  1.423  1.598  -2.367  0.21
H  1.638  1.505  -0.620  0.23
H  0.208  2.285  -1.297  0.21
C  0.765  -0.112  3.454  -1.06
P  1.638  -0.590  1.858  1.33
O  2.479  0.558  1.531  -0.99
H  -0.242  -0.517  3.502  0.23
H  1.340  -0.540  4.279  0.25
H  0.748  0.971  3.561  0.25

Net charge: 0
SMILES: CC1(C)CC1(C)C.CP=O
Strongest force on any atom: 1.601 eV/A
Relative energy (zero: lowest compared OMol25 entry of this formula, charge and spin): 0.1074 eV
E_LUMO: -0.43 eV
Orbital gap: 0.3275 Ha
Highest occupied orbital energy: -0.3431 Ha


3.
Here is a cluster of 3 separate species, C3H9N2O2 in total in a non-equilibrium geometry from OMol25. Energies are from ωB97M-V with the def2-TZVPD basis set.

Each line ends with the natural charge from an NBO analysis.
Geometry (Å):
C  -0.365  -1.299  0.468  -0.06
C  -1.346  -1.352  1.426  -0.03
N  -2.082  -0.155  1.364  -0.47
C  -1.517  0.586  0.342  0.24
N  -0.465  -0.102  -0.136  -0.46
H  0.272  -2.050  0.294  0.24
H  -1.643  -2.067  2.142  0.25
H  -2.889  0.036  1.905  0.45
H  -1.683  1.599  0.070  0.25
H  0.250  0.216  -0.900  0.49
H  1.074  0.638  -2.904  0.52
H  1.865  -0.299  -1.761  0.52
O  1.002  0.051  -2.157  -0.94
H  2.453  0.840  0.470  0.47
H  2.910  1.959  -0.386  0.49
O  2.164  1.399  -0.236  -0.96

Net charge: +1
Strongest force on any atom: 4.544 eV/A
Relative energy (zero: lowest compared OMol25 entry of this formula, charge and spin): 1.1571 eV
E_LUMO: -2.85 eV
Orbital gap: 0.4083 Ha
Highest occupied orbital energy: -0.5131 Ha


4.
Here is a structure of composition C2F6NO2S2Sm in a non-equilibrium geometry from OMol25. Energies are from ωB97M-V with the def2-TZVPD basis set.

Each line ends with the Löwdin spin population.
Geometry (Å):
Sm  -0.210  -2.683  -0.121  5.19
N  -0.084  0.977  0.680  -0.03
S  -0.860  0.636  -0.713  -0.02
O  -0.640  -0.791  -1.266  -0.05
C  -2.567  0.397  0.053  -0.01
F  -2.810  1.332  0.938  0.00
F  -2.604  -0.802  0.645  0.00
F  -3.459  0.430  -0.913  0.00
S  1.207  0.177  1.195  -0.01
O  1.016  -1.359  1.122  -0.05
C  2.515  0.382  -0.176  -0.01
F  2.602  -0.706  -0.927  0.00
F  2.215  1.419  -0.933  0.00
F  3.679  0.593  0.415  0.00

Net charge: +2
Strongest force on any atom: 2.852 eV/A
Multiplicity: 6
Relative energy (zero: lowest compared OMol25 entry of this formula, charge and spin): 0.1828 eV
E_LUMO (alpha / beta): -12.85 / -10.02 eV
Orbital gap (alpha / beta): 0.1773 / 0.2872 Ha
Highest occupied orbital energy (alpha / beta): -0.6494 / -0.6555 Ha


Among the records above, which one has the lowest strongest force on any atom? C42H28Cl5CrOP2S


Look up the strongest force on any atom of the second one. 1.601 eV/A


The lowest strongest force on any atom belongs to which entry? C42H28Cl5CrOP2S